2 unconnected molecules or ions with the total composition CH3Cl2N4. Source: the OMol25 dataset; level of theory: wB97M-V/def2-TZVPD.

Last column: natural (NBO) charge in e.
Atoms and positions in Å:
C (0.43956, 0.93490, -3.17426)  0.1927
N (0.66919, 0.69168, -2.06890)  -0.4203
N (-0.34791, -0.32134, 1.67181)  -0.0241
N (-1.53130, -0.29406, 1.23117)  -0.0981
N (0.61910, 0.01174, 0.82064)  -0.3466
Cl (-2.78591, -0.72635, 2.25260)  0.3089
Cl (2.25354, -0.74706, 1.13818)  0.2244
H (0.14807, 1.15648, -4.16298)  0.2526
H (0.19679, -0.74500, 2.45283)  0.4494
H (0.33888, 0.03901, -0.16109)  0.4611

Force components x, y, z for each atom (eV/Å):
C 0.265 -0.473 2.251
N -0.391 0.176 -1.427
N 0.235 -1.289 -1.269
N 1.067 -0.027 0.912
N 2.222 0.076 -0.017
Cl 0.593 0.103 0.168
Cl -2.666 0.957 -0.380
H 0.005 0.158 -0.656
H -1.666 0.094 1.034
H 0.335 0.224 -0.616

Calculated values
Molecular weight in g/mol: 141.969
LUMO level (alpha / beta) in eV: -6.3266 / -6.3272
Charge: +1
HOMO energy (alpha / beta) in hartree: -0.5520 / -0.5520
Orbital gap (alpha / beta) in eV: 8.69 / 8.69
Energy above the lowest of the compared OMol25 structures with the same formula, charge and spin in kcal/mol: 57.3
F_max in eV/A: 2.86
Calculated total energy in eV: -32078.0094



5 unconnected molecules or ions with the total composition C16H30Cl2NO4PS. Source: the OMol25 dataset; level of theory: wB97M-V/def2-TZVPD.

Last column: natural (NBO) charge in e.
Atoms and positions in Å:
C (-1.29014, 0.13682, 0.71684)  -0.6766
C (-0.08083, 0.38940, 1.79443)  -0.1828
Cl (0.93105, 1.82363, 1.09435)  -0.0898
C (-0.59700, 0.76037, 3.32184)  -0.4802
Cl (-1.76605, -0.52448, 4.00655)  -0.0567
P (0.98288, 0.67900, 4.45419)  0.7257
N (1.18084, -0.99057, 5.05568)  -0.7249
C (1.97699, -1.69544, 4.14229)  0.2410
S (2.35746, -2.96485, 3.02360)  0.0300
H (-0.85109, -0.20888, -0.33327)  0.2350
H (-1.87528, 1.16506, 0.56918)  0.2692
H (-2.05855, -0.67089, 1.12572)  0.2293
H (0.58638, -0.59168, 1.90449)  0.2280
H (-1.14471, 1.79396, 3.37372)  0.2701
H (2.10101, 0.89340, 3.55793)  -0.0213
C (-4.17910, 4.51866, -1.26902)  -0.7206
C (-3.51290, 3.19321, -1.52512)  0.6035
C (-3.25040, 2.81397, -2.95801)  -0.7179
O (-3.19510, 2.44883, -0.59896)  -0.5743
H (-4.30522, 4.65893, -0.19029)  0.2344
H (-3.55613, 5.32861, -1.65674)  0.2315
H (-5.16443, 4.53657, -1.74159)  0.2314
H (-2.58614, 3.54803, -3.42097)  0.2491
H (-4.19435, 2.75598, -3.50577)  0.2314
H (-2.76534, 1.83257, -2.99058)  0.2337
C (0.54399, 1.81456, -5.86513)  -0.7240
C (-0.30626, 3.00115, -5.49732)  0.6013
C (0.40326, 4.28467, -5.15812)  -0.7224
O (-1.53367, 2.92476, -5.47506)  -0.5626
H (-0.10298, 0.95880, -6.08500)  0.2306
H (1.13608, 2.04330, -6.75482)  0.2286
H (1.19799, 1.55294, -5.02946)  0.2490
H (0.98913, 4.62338, -6.01629)  0.2321
H (1.05098, 4.13305, -4.29100)  0.2375
H (-0.33638, 5.05427, -4.91288)  0.2324
C (0.99947, -2.32647, -3.82825)  -0.7218
C (0.13731, -1.25311, -3.21932)  0.5945
C (-1.33024, -1.54841, -3.06132)  -0.7261
O (0.61391, -0.17621, -2.86435)  -0.5540
H (2.03503, -1.97412, -3.88016)  0.2371
H (0.96651, -3.22578, -3.20808)  0.2327
H (0.65479, -2.54963, -4.84112)  0.2311
H (-1.46695, -2.41309, -2.40706)  0.2333
H (-1.77864, -1.73693, -4.04001)  0.2338
H (-1.82759, -0.68407, -2.60849)  0.2413
C (3.25669, -3.56302, 6.80290)  -0.7265
C (3.93735, -4.74969, 7.43117)  0.5905
C (3.29884, -6.09894, 7.23697)  -0.7200
O (4.97553, -4.62160, 8.07819)  -0.5458
H (3.82914, -2.65643, 7.02567)  0.2381
H (3.21245, -3.69129, 5.71845)  0.2310
H (2.25039, -3.45117, 7.21442)  0.2344
H (3.25641, -6.34012, 6.17186)  0.2290
H (2.29444, -6.10001, 7.66780)  0.2302
H (3.89914, -6.86100, 7.74531)  0.2364

Force components x, y, z for each atom (eV/Å):
C -0.232 0.504 0.132
C -1.509 -1.418 -0.264
Cl -0.831 -1.458 1.045
C 0.848 -0.239 -1.555
Cl 0.951 1.115 -0.810
P -0.375 1.700 1.019
N 5.510 -4.129 -6.512
C -5.114 -0.092 2.198
S -0.627 4.175 3.412
H -0.857 0.806 2.384
H 1.328 -2.418 0.242
H 1.796 1.656 -0.807
H -1.190 2.373 -0.438
H 1.238 -2.030 -0.030
H -0.857 -0.601 -0.072
C -0.001 -0.027 0.542
C 0.385 -1.001 0.931
C 0.167 -0.340 0.350
O -0.460 0.967 -1.040
H 0.037 -0.048 -0.233
H -0.183 -0.024 -0.148
H 0.144 0.134 -0.130
H -0.274 -0.054 -0.119
H 0.124 0.210 -0.105
H -0.079 0.255 0.000
C -0.327 -0.272 -0.048
C -1.503 -0.194 -0.013
C -0.406 0.255 0.114
O 1.532 0.121 -0.093
H 0.111 0.207 0.058
H 0.134 0.012 0.155
H 0.097 0.069 -0.122
H 0.144 -0.073 0.157
H 0.136 0.004 -0.181
H 0.148 -0.178 -0.071
C 0.440 0.263 0.018
C 0.590 1.387 0.465
C -0.109 0.453 0.206
O -0.588 -1.307 -0.474
H -0.238 -0.058 0.028
H -0.121 -0.048 -0.194
H -0.066 -0.186 0.129
H -0.058 -0.075 -0.204
H 0.008 -0.201 0.101
H 0.118 -0.178 -0.096
C 0.330 0.294 0.184
C 1.440 0.252 0.883
C 0.325 -0.287 0.261
O -1.352 -0.197 -0.843
H -0.113 -0.212 -0.027
H -0.202 -0.057 0.126
H -0.039 -0.055 -0.228
H -0.220 0.050 0.058
H -0.030 0.000 -0.232
H -0.118 0.198 -0.108

Calculated values
Molecular weight in g/mol: 434.366
LUMO level in eV: -1.0523
Charge: 0
HOMO energy in hartree: -0.3238
Structure (SMILES): C[C@@H](Cl)[C@@H](Cl)PN=C=S.CC(C)=O.CC(C)=O.CC(C)=O.CC(C)=O
Orbital gap in eV: 7.76
F_max in eV/A: 9.48
Calculated total energy in eV: -71923.5130



A molecular structure, C7H17O3PSi. Source: the OMol25 dataset; level of theory: wB97M-V/def2-TZVPD.

Last column: natural (NBO) charge in e.
Atoms and positions in Å:
C (-0.76961, -0.18424, 2.98157)  -0.6321
C (0.54255, -3.07240, -0.94867)  -0.6516
C (-2.40016, 1.15139, -1.84682)  -0.6303
C (1.83206, 1.98620, -0.47259)  -1.1273
C (0.05309, 0.76858, 2.08446)  -0.0425
C (1.26588, -1.78544, -0.85240)  -0.0558
C (-0.91603, 1.16464, -2.11036)  -1.0483
O (0.65804, 0.36978, -4.09135)  -1.0814
O (-0.00515, 0.21797, 0.79813)  -0.9273
O (0.47316, -0.72935, -1.40481)  -0.9268
Si (0.34292, 0.75835, -0.68200)  2.1271
P (-0.36098, -0.21664, -3.25440)  1.3799
H (-1.29996, 0.29461, 3.78595)  0.2154
H (-1.49153, -0.63521, 2.34167)  0.2243
H (-0.12709, -0.95452, 3.36272)  0.2119
H (0.00283, -3.10318, -1.86796)  0.2302
H (1.15278, -3.89481, -0.97737)  0.2206
H (-0.14484, -3.40774, -0.20077)  0.2198
H (-2.71552, 1.90097, -1.11775)  0.2092
H (-2.67993, 0.15063, -1.39760)  0.2026
H (-2.87795, 1.32095, -2.75558)  0.2080
H (1.61218, 2.95421, -0.83492)  0.2485
H (2.11186, 1.99985, 0.61161)  0.2301
H (2.73759, 1.80047, -0.86163)  0.2468
H (1.18770, 0.88173, 2.39053)  0.1639
H (-0.27074, 1.85661, 2.01788)  0.1721
H (2.23817, -1.73303, -1.35754)  0.1918
H (1.54954, -1.39948, 0.17376)  0.1934
H (-0.63423, 2.46739, -2.66459)  0.2278

Force components x, y, z for each atom (eV/Å):
C 0.803 1.137 -0.366
C -1.007 0.279 -0.144
C 0.555 -1.339 2.313
C -2.865 -1.077 2.557
C 1.561 1.520 0.601
C 1.357 1.647 1.325
C 1.730 4.230 0.079
O 2.349 0.828 -1.622
O -0.500 -0.110 0.147
O 0.745 -0.435 -0.012
Si 0.146 1.761 -1.404
P -2.416 -0.643 0.731
H 0.031 0.328 0.413
H -0.634 -0.386 -0.449
H 0.253 -0.407 0.293
H -0.433 0.124 -0.831
H 2.204 -1.857 -0.299
H -0.675 0.869 0.933
H 0.035 0.043 -0.126
H -0.016 0.927 -0.664
H -1.316 0.088 -1.442
H -0.658 1.177 -0.095
H -0.697 0.363 -0.569
H 3.138 -1.396 -2.104
H -2.073 -0.536 -0.244
H -0.178 -1.292 0.505
H -0.300 -0.613 -0.390
H -0.593 -1.058 -0.690
H -0.544 -4.173 1.551

Calculated values
Molecular weight in g/mol: 208.270
LUMO level in eV: 0.6208
Charge: 0
HOMO energy in hartree: -0.2923
Orbital gap in eV: 8.57
Energy above the lowest of the compared OMol25 structures with the same formula, charge and spin in kcal/mol: 15.5
F_max in eV/A: 4.57
Calculated total energy in eV: -30843.4112